The following is a quantum chemistry calculation of the molecule C8H6N2S, from the Open Molecules 2025 dataset.

Summary:
HOMO (eV): -8.9
Structure (SMILES): c1csc(-c2ccncn2)c1
Energy above the lowest of the compared OMol25 structures with the same formula, charge and spin (kJ/mol): 0.00
Gap between HOMO and LUMO (eV): 8.9
Electronic energy (eV): -22208.60809

```
! wB97M-V def2-TZVPD RIJCOSX def2/J DEFGRID3
* xyz 0 1
C -2.996 0.677 0.001
C -3.226 -0.663 0.000
S -1.772 -1.573 0.000
C -0.814 -0.134 -0.003
C 0.647 -0.245 0.000
C 1.477 0.886 -0.003
C 2.847 0.648 0.007
N 3.373 -0.587 -0.005
C 2.492 -1.565 0.002
N 1.167 -1.477 0.000
C -1.596 0.984 0.000
H -3.759 1.454 0.001
H -4.183 -1.172 -0.010
H 1.087 1.875 -0.004
H 3.553 1.490 -0.007
H 2.899 -2.587 0.010
H -1.196 1.989 0.010
*
```

Just the Löwdin charges please, in e? Sure, here they are: C -0.18; C -0.42; S 1.05; C -0.48; C -0.30; C 0.00; C -0.12; N 0.07; C -0.22; N 0.10; C -0.12; H 0.10; H 0.07; H 0.09; H 0.11; H 0.12; H 0.11

The following is a quantum chemistry calculation of a structure of composition C28H43BN10ReS5, from the Open Molecules 2025 dataset.

Summary:
HOMO (spin up / spin down) (eV): -12.9 / -13.2
Energy above the lowest of the compared OMol25 structures with the same formula, charge and spin (kJ/mol): 46.05
Gap between HOMO and LUMO (spin up / spin down) (eV): 8.0 / 7.2
Electronic energy (eV): -101610.25076

```
! wB97M-V def2-TZVPD RIJCOSX def2/J DEFGRID3
* xyz 2 4
Re -0.550 -0.005 1.237
C 3.272 1.232 2.971
C 4.123 1.577 1.754
C 3.979 3.042 1.349
C 5.584 1.305 2.100
N 3.733 0.720 0.575
C 4.647 0.010 -0.183
C 4.017 -0.412 -1.300
N 2.719 0.033 -1.241
B 1.680 -0.145 -2.384
N 0.821 1.147 -2.395
C 1.319 2.304 -2.911
C 0.324 3.220 -2.896
N -0.787 2.623 -2.357
C -0.452 1.356 -2.014
S -1.327 0.233 -0.994
C -2.040 3.408 -2.097
C -2.172 4.495 -3.166
C -1.883 4.055 -0.719
C -3.300 2.545 -2.193
N 0.780 -1.383 -2.314
C 0.278 -1.884 -3.498
C -0.479 -2.961 -3.205
N -0.446 -3.123 -1.834
C 0.334 -2.146 -1.330
S 0.748 -1.949 0.329
C -1.180 -4.205 -1.094
C -0.167 -5.137 -0.435
C -2.131 -3.572 -0.081
C -2.015 -5.008 -2.090
C 2.558 0.708 -0.096
S 1.079 1.499 0.397
H 3.548 1.905 3.782
H 3.480 0.218 3.311
H 2.207 1.351 2.788
H 4.310 3.672 2.173
H 2.950 3.303 1.118
H 4.603 3.259 0.481
H 5.818 1.866 3.003
H 6.264 1.645 1.321
H 5.770 0.253 2.311
H 5.666 -0.123 0.118
H 4.382 -0.977 -2.138
H 2.279 -0.274 -3.410
H 2.321 2.368 -3.294
H 0.319 4.234 -3.240
H -1.494 5.331 -3.007
H -3.185 4.892 -3.120
H -2.018 4.089 -4.165
H -0.966 4.640 -0.668
H -1.851 3.310 0.075
H -2.724 4.721 -0.529
H -3.564 2.361 -3.233
H -4.117 3.105 -1.737
H -3.208 1.585 -1.700
H 0.493 -1.421 -4.444
H -1.031 -3.608 -3.854
H 0.455 -4.618 0.291
H 0.476 -5.594 -1.187
H -0.703 -5.934 0.080
H -1.594 -3.026 0.688
H -2.704 -4.364 0.400
H -2.828 -2.896 -0.580
H -1.397 -5.523 -2.824
H -2.752 -4.389 -2.602
H -2.555 -5.769 -1.530
N -3.817 1.476 0.443
C -3.773 0.342 1.148
N -2.667 -0.291 1.528
C -3.011 -1.271 2.476
C -4.324 -1.457 2.691
S -5.237 -0.337 1.766
C -1.896 -1.889 3.162
C -1.867 -2.817 4.137
S -0.239 -3.136 4.613
C 0.328 -1.993 3.465
N -0.647 -1.410 2.779
N 1.627 -1.721 3.301
H -3.020 1.663 -0.154
H -4.710 1.782 0.087
H -4.800 -2.145 3.368
H -2.689 -3.317 4.616
H 2.318 -2.273 3.782
H 1.937 -1.217 2.482
C -0.783 1.510 2.720
H -1.825 1.618 3.024
H -0.418 2.486 2.399
H -0.204 1.225 3.604
*
```

Just the Löwdin charges please, in e? Sure, here they are: Re 0.97; C -0.04; C -0.53; C -0.02; C -0.04; N 0.03; C 0.00; C 0.00; N 0.04; B -0.55; N 0.00; C -0.02; C -0.01; N 0.03; C -0.58; S 0.73; C -0.51; C -0.03; C -0.01; C -0.05; N 0.02; C -0.01; C 0.00; N 0.03; C -0.68; S 0.73; C -0.53; C -0.02; C -0.04; C -0.04; C -0.58; S 0.72; H 0.10; H 0.08; H 0.03; H 0.10; H 0.05; H 0.10; H 0.10; H 0.10; H 0.09; H 0.12; H 0.14; H 0.14; H 0.14; H 0.13; H 0.09; H 0.10; H 0.10; H 0.10; H 0.06; H 0.11; H 0.11; H 0.10; H 0.00; H 0.14; H 0.12; H 0.05; H 0.10; H 0.10; H 0.02; H 0.10; H 0.10; H 0.10; H 0.10; H 0.10; N 0.10; C -0.66; N -0.11; C -0.33; C -0.31; S 1.14; C -0.33; C -0.29; S 1.15; C -0.69; N -0.16; N 0.12; H -0.02; H 0.12; H 0.10; H 0.09; H 0.12; H 0.03; C -0.29; H 0.01; H -0.02; H 0.01

The following is a quantum chemistry calculation of a structure of composition C13H12I2N6O2SV, from the Open Molecules 2025 dataset.

Summary:
HOMO (spin up / spin down) (eV): -18.1 / -18.1
Energy above the lowest of the compared OMol25 structures with the same formula, charge and spin (kJ/mol): 0.00
Gap between HOMO and LUMO (spin up / spin down) (eV): 5.3 / 5.3
Electronic energy (eV): -79404.04142

```
! wB97M-V def2-TZVPD RIJCOSX def2/J DEFGRID3
* xyz 3 1
V 0.162 -1.897 0.337
N 2.469 -2.015 4.025
C 2.004 -1.791 2.810
S 0.273 -2.092 2.509
N 2.746 -1.317 1.853
N 2.077 -1.212 0.677
C 2.732 -0.766 -0.343
C 2.013 -0.724 -1.599
C 2.518 -0.219 -2.778
C 1.696 -0.223 -3.905
C 0.409 -0.730 -3.807
C -0.037 -1.224 -2.591
N 0.752 -1.224 -1.507
H 1.886 -2.347 4.778
H 3.440 -1.814 4.229
H 3.772 -0.476 -0.237
H 3.527 0.170 -2.817
H 2.062 0.167 -4.846
H -0.249 -0.760 -4.665
H -1.030 -1.644 -2.483
O -1.552 -1.726 0.317
N -2.318 -0.636 0.448
N -1.504 0.347 0.552
O -0.239 0.099 0.550
C -1.984 1.676 0.659
C -3.368 1.885 0.732
C -3.814 3.186 0.822
C -2.898 4.239 0.843
C -1.525 4.006 0.773
C -1.048 2.716 0.685
H -4.065 1.060 0.731
H -4.874 3.385 0.882
H -3.261 5.255 0.921
H -0.833 4.836 0.792
H 0.012 2.514 0.642
I 0.770 -4.398 -0.544
I -0.717 -6.307 0.556
*
```

Just the Löwdin charges please, in e? Sure, here they are: V 0.46; N 0.18; C -0.67; S 0.93; N 0.08; N -0.13; C 0.04; C -0.22; C 0.07; C 0.05; C 0.03; C -0.06; N -0.05; H 0.13; H 0.16; H 0.17; H 0.15; H 0.15; H 0.14; H 0.14; O -0.22; N 0.16; N -0.12; O -0.11; C -0.15; C 0.03; C -0.01; C 0.02; C -0.01; C 0.03; H 0.13; H 0.14; H 0.14; H 0.13; H 0.13; I 0.55; I 0.42

The following is a quantum chemistry calculation of a structure of composition C33H31BrClCrN5O2Sb, from the Open Molecules 2025 dataset.

Summary:
HOMO (spin up / spin down) (eV): -12.8 / -12.8
Energy above the lowest of the compared OMol25 structures with the same formula, charge and spin (kJ/mol): 180.90
Gap between HOMO and LUMO (spin up / spin down) (eV): 5.8 / 6.7
Electronic energy (eV): -163780.12517

```
! wB97M-V def2-TZVPD RIJCOSX def2/J DEFGRID3
* xyz 2 4
Cr 0.057 -0.186 0.380
C 2.532 0.485 2.558
C 1.153 0.489 3.156
C 1.038 0.676 4.530
C -0.200 0.694 5.134
C -1.326 0.518 4.339
C -1.168 0.323 2.983
N 0.051 0.319 2.390
Sb -3.034 0.063 1.919
C -2.513 1.518 0.385
C -3.369 2.591 0.192
C -3.152 3.434 -0.888
C -2.125 3.142 -1.769
C -1.300 2.049 -1.532
C -0.235 1.662 -2.518
N -1.468 1.282 -0.431
C -2.546 -1.525 0.534
C -3.515 -2.485 0.326
C -3.320 -3.433 -0.671
C -2.192 -3.344 -1.464
C -1.257 -2.350 -1.226
C -0.054 -2.204 -2.112
N -1.419 -1.480 -0.210
H 3.193 -0.132 3.167
H 2.548 0.105 1.543
H 2.947 1.495 2.565
H 1.943 0.796 5.110
H -0.293 0.830 6.206
H -2.318 0.523 4.770
H -4.203 2.751 0.864
H -3.801 4.286 -1.061
H -1.966 3.744 -2.656
H -0.356 2.207 -3.451
H 0.769 1.869 -2.143
H -0.305 0.595 -2.742
H -4.407 -2.494 0.939
H -4.052 -4.215 -0.838
H -2.028 -4.042 -2.276
H -0.367 -2.046 -3.144
H 0.564 -1.358 -1.817
H 0.552 -3.109 -2.095
C 3.300 -1.315 -0.995
O 2.458 -0.194 -0.667
C 3.077 1.033 -0.787
C 4.351 1.224 -1.280
C 4.884 2.510 -1.269
Br 6.652 2.763 -1.863
C 4.149 3.589 -0.832
C 2.843 3.402 -0.360
C 2.357 2.111 -0.302
O 1.123 1.813 0.271
C 2.046 4.581 0.022
N 2.560 5.751 0.246
C 1.493 6.595 0.499
C 1.483 7.965 0.765
C 0.257 8.576 0.930
C -0.944 7.852 0.840
C -0.954 6.496 0.583
C 0.286 5.888 0.416
N 0.664 4.588 0.122
H 4.212 -1.294 -0.399
H 3.550 -1.308 -2.055
H 2.743 -2.209 -0.750
H 4.940 0.403 -1.665
H 4.539 4.597 -0.847
H 0.881 2.532 0.876
H 2.413 8.517 0.827
H 0.211 9.639 1.127
H -1.883 8.374 0.977
H -1.884 5.943 0.517
H 0.024 3.878 -0.185
Cl -0.048 -2.818 2.362
C 0.935 -1.975 1.130
H 1.122 -2.710 0.349
H 1.881 -1.778 1.629
*
```

Just the Löwdin charges please, in e? Sure, here they are: Cr 0.83; C 0.00; C -0.27; C 0.02; C 0.00; C -0.10; C -0.43; N -0.05; Sb 1.61; C -0.41; C -0.09; C -0.02; C 0.00; C -0.30; C 0.02; N -0.01; C -0.44; C -0.09; C 0.00; C 0.02; C -0.28; C 0.00; N -0.07; H 0.12; H 0.04; H 0.11; H 0.14; H 0.13; H 0.10; H 0.10; H 0.13; H 0.13; H 0.10; H 0.08; H 0.08; H 0.10; H 0.13; H 0.14; H 0.11; H 0.04; H 0.11; C -0.02; O -0.17; C -0.22; C -0.04; C -0.66; Br 0.83; C -0.04; C -0.06; C -0.20; O -0.05; C -0.26; N 0.20; C -0.21; C 0.01; C -0.07; C -0.07; C -0.02; C -0.18; N 0.15; H 0.12; H 0.12; H 0.07; H 0.11; H 0.12; H 0.12; H 0.12; H 0.11; H 0.11; H 0.10; H 0.12; Cl 0.61; C -0.60; H 0.01; H 0.01